{
  "formula": "C3H3I3O",
  "method": "wB97M-V/def2-TZVPD",
  "e_tot_ev": -29505.834,
  "e_lumo_ev": -0.070,
  "relative_energy_kcal_mol": 47.3,
  "e_homo_ha": -0.3306,
  "gap_ev": 8.9,
  "species": ["I", "I", "I", "O", "C", "C", "C", "H", "H", "H"],
  "coordinates": [[-3.1816, -1.6400, 0.2746], [-2.0903, 1.7768, -0.7495], [1.6132, 2.3748, 0.6180], [1.8895, -0.5887, -0.1436], [-1.1663, -0.9387, 0.3100], [1.1920, 0.5492, -0.2988], [-0.8845, 0.2643, -0.0684], [-0.3055, -1.6242, 0.6109], [1.8132, -0.8709, 0.7719], [1.1203, 0.6974, -1.3251]],
  "atomic_forces_ev_per_a": [[0.8048, -0.1374, 0.2503], [0.1967, 0.0212, 0.0478], [0.3849, 0.0800, 0.4703], [-0.1651, 0.1073, 0.8739], [0.2279, -1.7277, 0.5709], [-3.8291, -0.6522, 0.2146], [3.7648, 1.2342, -0.6717], [-1.6500, 0.6092, -0.4426], [0.3259, -0.1929, 0.3686], [-0.0607, 0.6582, -1.6820]]
}


{
  "formula": "C3H3IN2S",
  "method": "wB97M-V/def2-TZVPD",
  "e_tot_ev": -25072.022,
  "e_lumo_ev": [-1.261, -3.324],
  "relative_energy_kcal_mol": 69.4,
  "e_homo_ha": [-0.3610, -0.3519],
  "gap_ev": [8.6, 6.3],
  "species": ["I", "S", "N", "N", "C", "C", "C", "H", "H", "H"],
  "coordinates": [[-1.5983, -1.5009, -3.7947], [2.9745, -2.6097, 0.0409], [2.3684, -1.1289, 0.4884], [1.5654, -3.1596, -0.6760], [0.1272, 0.0461, 0.4213], [0.7355, -2.2345, -0.4349], [1.1157, -1.0472, 0.2003], [-0.5328, -0.4058, 1.1836], [-0.3221, 0.2072, -0.4642], [0.7031, 0.8627, 0.9112]],
  "atomic_forces_ev_per_a": [[0.0677, -0.0176, 0.1140], [-0.3533, 0.7984, -0.1898], [1.5378, 0.1846, 0.8945], [-0.0184, 0.0108, 0.5127], [2.9898, -1.0079, 4.4605], [-0.8898, -1.6086, -1.4154], [-0.4096, -0.0903, -0.4778], [-0.2541, 0.6300, -0.4524], [-1.8014, 1.1743, -2.7455], [-0.8686, -0.0736, -0.7008]]
}


{
  "formula": "C3H3IN2S",
  "method": "wB97M-V/def2-TZVPD",
  "e_tot_ev": -25075.012,
  "e_lumo_ev": 0.187,
  "relative_energy_kcal_mol": 0.4,
  "e_homo_ha": -0.3406,
  "gap_ev": 9.5,
  "species": ["I", "S", "N", "N", "C", "C", "C", "H", "H", "H"],
  "coordinates": [[-1.7956, 1.2347, 1.8469], [0.7273, 1.9162, -1.6464], [-0.3085, 2.2502, -0.4151], [0.9133, 0.3430, -1.2680], [0.1386, -1.3834, 0.2813], [-0.5382, 1.1406, 0.2700], [0.1810, 0.0111, -0.2156], [-0.5482, -2.1517, -0.2989], [1.2205, -1.7124, 0.0781], [0.0096, -1.6483, 1.3678]],
  "atomic_forces_ev_per_a": [[-0.5749, -0.1522, 0.7795], [-0.7277, -0.9147, 1.5321], [-0.1994, 0.0079, 0.0315], [0.1937, -0.6402, -0.1132], [1.4582, -3.2093, -0.4052], [0.8926, 1.2294, -1.4096], [-0.4792, 0.6812, -0.4911], [1.2435, 1.9265, 0.8962], [-1.5725, -0.0654, 0.1627], [-0.2343, 1.1369, -0.9829]]
}


{
  "formula": "C3H3IO",
  "method": "wB97M-V/def2-TZVPD",
  "e_tot_ev": -13302.037,
  "e_lumo_ev": -0.468,
  "relative_energy_kcal_mol": 94.8,
  "e_homo_ha": -0.3410,
  "gap_ev": 8.8,
  "species": ["I", "O", "C", "C", "C", "H", "H", "H"],
  "coordinates": [[-3.2827, -0.0004, 0.0279], [-0.7441, 1.4429, -0.1703], [0.2743, 0.9116, 0.6303], [-0.2294, -0.3842, 0.5535], [-1.1801, 0.1473, -0.3226], [1.1987, 1.2767, 1.1283], [-0.1465, -1.4147, 1.0106], [-0.9684, 0.0535, -2.1024]],
  "atomic_forces_ev_per_a": [[0.3765, -0.1572, -0.0901], [1.6963, 2.7805, 0.2834], [-0.3403, -3.5355, 0.8238], [2.2962, -0.9582, 1.8714], [-2.7523, -0.2633, -5.3920], [-1.1718, 0.7030, -0.7525], [0.3300, 1.7015, -0.7286], [-0.4346, -0.2709, 3.9846]]
}


{
  "formula": "C3H3InLiO3",
  "method": "wB97M-V/def2-TZVPD",
  "e_tot_ev": -14654.697,
  "e_lumo_ev": [-11.976, -11.962],
  "total_charge": 2,
  "relative_energy_kcal_mol": 185.1,
  "e_homo_ha": [-0.5912, -0.5909],
  "gap_ev": [4.1, 4.1],
  "spin_multiplicity": 2,
  "s2": 0.753,
  "species": ["In", "O", "O", "O", "C", "C", "C", "Li", "H", "H", "H"],
  "coordinates": [[4.1789, -0.0428, 0.0632], [-2.3580, 0.5384, -0.0718], [2.3502, -0.8309, -0.2016], [1.1002, 0.9775, 0.2536], [-1.2407, 1.0694, 0.0506], [2.3184, 0.3595, 0.1331], [-0.0393, 0.3117, 0.0409], [-3.0859, -1.2030, -0.1358], [-1.1417, 2.1684, 0.0542], [-2.0937, -2.6322, 0.1376], [0.0116, -0.7159, -0.3241]],
  "atomic_forces_ev_per_a": [[7.8721, 0.2057, 0.2631], [1.5061, 0.2664, 0.0294], [-2.4098, -1.0859, -0.3184], [0.1930, 0.0159, 0.3770], [-1.9206, 0.5844, -0.2399], [-6.1660, 0.6816, -0.0872], [1.0469, -0.9694, -0.4130], [-0.6321, 0.2552, 0.1197], [-0.0536, -0.2373, 0.1344], [0.6408, 0.1638, 0.0202], [-0.0768, 0.1195, 0.1148]]
}


{
  "formula": "C3H3LaLiO3",
  "method": "wB97M-V/def2-TZVPD",
  "e_tot_ev": -10351.810,
  "e_lumo_ev": [-5.228, -5.359],
  "total_charge": 1,
  "e_homo_ha": [-0.4199, -0.4445],
  "gap_ev": [6.2, 6.7],
  "species": ["La", "O", "O", "O", "C", "C", "C", "Li", "H", "H", "H"],
  "coordinates": [[-1.2547, 1.1143, -0.2870], [-1.5074, 4.6234, 0.4309], [-0.3702, 3.5403, 1.9568], [-3.3274, -0.2943, 0.1486], [-1.3634, -1.2919, 0.8327], [-2.6638, -1.2643, 0.2694], [-0.9430, 3.5625, 0.7455], [-3.6980, 0.8212, -1.2653], [-0.4632, 4.4375, 2.2892], [-1.0682, -1.0744, 1.8545], [-2.4102, -1.8500, 1.3794]],
  "atomic_forces_ev_per_a": [[1.7634, 0.6618, 1.2019], [0.8211, -2.0391, -0.3739], [0.7019, -0.9965, 0.1557], [-5.3956, 6.4735, -2.3553], [-2.0049, -2.0541, 0.5728], [5.9442, -3.6655, 1.2316], [-1.7040, 1.2028, -0.5073], [-2.0764, -0.3673, -0.5107], [-0.0105, 0.6855, 0.5301], [0.9473, 0.6616, 0.0582], [1.0136, -0.5627, -0.0032]]
}